Computed, not measured: a single C19H23FN4O2 molecule, with the ωB97M-V functional and the def2-TZVPD basis.

Last column: Mulliken charge in e.
Element x y z (Å)
C -2.60 -3.27 -0.77  -1.047
C -1.72 -3.69 0.40  -0.416
N -0.37 -3.20 0.23  0.885
C 0.43 -2.66 1.17  -0.860
C 1.63 -2.37 0.56  0.668
C 2.83 -1.68 1.12  -1.251
N 2.79 -0.26 0.79  -0.026
C 3.31 0.21 -0.36  0.067
O 4.01 -0.46 -1.10  -0.698
C 2.94 1.65 -0.71  0.557
C 3.07 2.64 0.46  -0.985
C 1.73 3.26 0.85  -0.992
C 0.64 2.20 0.94  0.505
O -0.06 2.03 1.91  -0.645
N 0.55 1.45 -0.18  0.886
C -0.43 0.38 -0.21  -0.927
C -1.83 0.91 -0.28  0.072
C -2.18 1.95 -1.13  -0.307
C -3.47 2.45 -1.17  -0.809
C -4.44 1.92 -0.34  -0.452
C -4.13 0.88 0.52  -0.757
C -2.83 0.40 0.54  0.463
F -2.55 -0.62 1.37  -0.292
C 1.49 1.65 -1.25  -1.481
C 1.45 -2.78 -0.77  -0.447
N 0.24 -3.28 -0.95  -0.959
H -2.15 -3.62 -1.70  0.362
H -2.69 -2.19 -0.82  0.134
H -3.59 -3.70 -0.66  0.400
H -1.69 -4.78 0.47  0.341
H -2.11 -3.28 1.34  0.281
H 0.10 -2.52 2.18  0.413
H 3.74 -2.08 0.67  0.437
H 2.88 -1.78 2.21  0.428
H 2.12 0.30 1.30  0.178
H 3.60 1.94 -1.53  0.580
H 3.50 2.13 1.33  0.434
H 3.76 3.44 0.19  0.293
H 1.80 3.76 1.81  0.400
H 1.42 4.00 0.10  0.329
H -0.22 -0.27 -1.07  0.691
H -0.33 -0.22 0.71  0.375
H -1.42 2.37 -1.78  0.357
H -3.71 3.26 -1.84  0.413
H -5.45 2.31 -0.37  0.384
H -4.87 0.45 1.17  0.470
H 1.30 2.61 -1.76  0.424
H 1.38 0.85 -1.99  0.534
H 2.14 -2.72 -1.58  0.589

M: 358.4 g mol⁻¹
LUMO energy: 0.6796 eV
2S+1: 1
structure (SMILES): CCn1cc(CNC(=O)[C@@H]2CCC(=O)N(Cc3ccccc3F)C2)cn1
total charge: 0
energy relative to the best compared isomer or geometry (same formula, charge and spin): 24.69 kcal/mol



Computed, not measured: 3 unconnected molecules or ions with the total composition C19H23INO9P in a non-equilibrium geometry, with the ωB97M-V functional and the def2-TZVPD basis.

Last column: Mulliken charge in e.
Element x y z (Å)
C -5.15 -0.40 -0.80  -0.680
C -4.26 -1.31 -1.70  0.627
O -4.13 -2.47 -1.38  -0.503
O -3.65 -0.89 -2.88  -0.295
C -3.07 0.42 -2.81  -0.699
P -1.72 0.63 -1.51  0.240
I -2.76 2.86 -0.81  -0.212
C -0.15 1.57 -1.89  -0.788
C 0.98 1.46 -0.79  -0.790
C 0.53 1.72 0.69  -0.145
C 0.85 3.17 1.24  -0.249
O -0.36 3.69 1.87  -0.568
O -0.98 -0.92 -1.92  -0.247
N -0.80 -1.71 -0.81  0.126
O -1.07 -2.84 -1.03  -0.326
H -5.04 -0.78 0.25  0.271
H -4.86 0.68 -0.79  0.161
H -6.23 -0.44 -1.11  0.285
H -2.59 0.65 -3.80  0.343
H -3.84 1.20 -2.65  0.488
H -1.99 0.18 -0.19  0.108
H -0.39 2.62 -2.19  0.553
H 0.27 1.09 -2.83  0.394
H 1.54 0.49 -0.89  0.340
H 1.74 2.25 -1.05  0.435
H -0.55 1.51 0.90  0.201
H 1.11 0.99 1.33  0.216
H 1.19 3.89 0.46  0.382
H 1.59 3.05 2.09  0.056
H -0.64 3.04 2.54  0.318
O 1.77 1.86 3.79  -0.491
C 2.09 2.36 4.85  0.354
C 3.09 1.72 5.74  -0.386
C 3.43 2.27 6.90  -0.370
C 2.82 3.54 7.36  0.314
O 3.13 4.04 8.42  -0.540
C 1.82 4.18 6.48  -0.402
C 1.48 3.63 5.31  -0.186
H 3.52 0.80 5.39  0.421
H 4.16 1.82 7.56  0.398
H 1.39 5.11 6.83  0.418
H 0.75 4.08 4.65  0.430
O 0.79 -5.07 -6.85  -0.549
C 1.00 -5.07 -5.65  0.368
C 0.10 -4.36 -4.71  -0.463
C 0.34 -4.36 -3.40  -0.256
C 1.50 -5.07 -2.82  0.328
O 1.72 -5.07 -1.63  -0.546
C 2.40 -5.78 -3.76  -0.388
C 2.17 -5.78 -5.08  -0.377
H -0.75 -3.85 -5.15  0.447
H -0.31 -3.84 -2.70  0.618
H 3.25 -6.29 -3.33  0.410
H 2.81 -6.29 -5.78  0.406

M: 567.3 g mol⁻¹
LUMO energy: -1.8412 eV
2S+1: 1
structure (SMILES): CC(=O)OC[PH](I)(CCCCO)ON=O.O=C1C=CC(=O)C=C1.O=C1C=CC(=O)C=C1
total charge: 0



Computed, not measured: a molecular structure, C19H23IrN7O2S2 in a non-equilibrium geometry, with the ωB97M-V functional and the def2-TZVPD basis.

Last column: Mulliken charge in e.
Element x y z (Å)
Ir -0.16 0.09 -0.12  1.828
N 0.85 2.00 -1.06  -0.577
C 2.29 2.04 -0.80  -0.622
C 2.91 0.70 -1.20  -0.678
N 2.18 -0.44 -0.61  0.067
C 2.80 -1.00 0.60  -0.608
C 2.30 -0.31 1.87  -0.736
N 0.84 -0.47 1.97  -0.640
H 0.42 2.85 -0.70  0.287
H 0.68 1.98 -2.07  0.285
H 2.79 2.83 -1.38  0.456
H 2.44 2.25 0.26  0.311
H 2.87 0.60 -2.28  0.334
H 3.96 0.69 -0.90  0.377
H 2.17 -1.18 -1.32  -0.150
H 2.55 -2.06 0.66  0.358
H 3.89 -0.91 0.57  0.475
H 2.80 -0.75 2.74  0.480
H 2.52 0.76 1.85  0.272
H 0.62 -1.44 2.19  0.216
H 0.49 0.10 2.74  0.319
S -2.54 0.17 -1.13  -0.117
C -3.46 0.11 0.32  0.580
C -4.67 -0.58 0.34  -0.824
C -5.40 -0.67 1.52  0.557
C -6.58 -1.46 1.57  -0.346
N -7.50 -2.13 1.64  -0.364
C -4.95 -0.02 2.69  0.470
C -3.78 0.72 2.66  -0.758
C -3.01 0.77 1.50  0.556
S -1.53 1.65 1.51  -0.212
C -5.67 -0.14 3.90  -0.349
N -6.22 -0.25 4.90  -0.370
H -5.04 -1.06 -0.56  0.567
H -3.44 1.24 3.55  0.557
O 2.32 -2.16 -3.15  -0.479
C 2.38 -3.57 -3.15  -0.457
N 1.30 -4.16 -3.90  -0.118
C 0.04 -4.37 -3.47  -0.010
O -0.81 -4.89 -4.15  -0.546
C -0.28 -3.94 -2.06  -0.225
C -0.69 -4.88 -1.12  -0.335
C -1.04 -4.45 0.14  -1.186
C -0.96 -3.10 0.43  -0.352
N -0.58 -2.20 -0.47  -0.133
C -0.27 -2.60 -1.70  0.218
H 2.50 -1.84 -4.04  0.280
H 2.32 -3.87 -2.10  0.338
H 3.33 -3.92 -3.57  0.428
H 1.48 -4.45 -4.85  0.261
H -0.77 -5.92 -1.40  0.560
H -1.36 -5.15 0.90  0.472
H -1.23 -2.72 1.41  0.632
H -0.02 -1.83 -2.42  0.652

M: 637.8 g mol⁻¹
LUMO energy (alpha / beta): -9.0042 / -9.2092 eV
2S+1: 2
total charge: +2
energy relative to the best compared isomer or geometry (same formula, charge and spin): 95.68 kcal/mol



Computed, not measured: 2 unconnected molecules or ions with the total composition C19H23N2O in a non-equilibrium geometry, with the ωB97M-V functional and the def2-TZVPD basis.

Last column: Mulliken charge in e.
Element x y z (Å)
C 4.15 -0.19 2.07  -0.715
O 2.80 0.18 2.41  -0.214
C 1.91 -0.76 2.46  -0.220
C 0.56 -0.51 2.09  0.675
C -0.29 -1.63 1.91  -0.511
C -1.65 -1.46 1.81  -0.593
C -2.22 -0.18 1.85  1.045
C -3.71 -0.02 1.81  -1.464
C -1.36 0.94 1.88  -0.723
C 0.01 0.79 1.99  -0.515
H 4.65 0.77 1.97  0.267
H 4.60 -0.79 2.88  0.342
H 4.17 -0.77 1.13  0.357
H 2.26 -1.80 2.63  0.432
H 0.18 -2.61 1.94  0.468
H -2.32 -2.32 1.73  0.447
H -4.02 1.02 1.79  0.367
H -4.14 -0.50 0.92  0.373
H -4.20 -0.50 2.67  0.340
H -1.80 1.93 1.83  0.357
H 0.67 1.64 2.08  0.447
C 0.67 -4.32 5.63  -0.592
C 1.74 -4.08 6.49  -0.655
C 2.24 -2.78 6.66  -0.585
C 1.63 -1.74 5.94  0.467
C 2.06 -0.32 6.07  0.203
N 1.77 0.49 5.10  -0.138
C 1.89 1.90 5.45  -0.783
C 3.10 2.25 6.31  -0.541
C 3.18 1.37 7.53  -0.719
N 2.69 0.03 7.21  -0.191
C 0.51 -1.97 5.13  -0.390
C 0.04 -3.27 4.96  -0.659
H 0.29 -5.33 5.49  0.394
H 2.20 -4.90 7.04  0.411
H 3.10 -2.59 7.30  0.428
H 1.88 2.44 4.50  0.292
H 1.00 2.20 6.04  0.312
H 4.02 2.15 5.72  0.255
H 3.01 3.29 6.63  0.379
H 4.21 1.29 7.88  0.344
H 2.57 1.77 8.34  0.380
H 2.73 -0.66 7.95  0.198
H 0.05 -1.11 4.64  0.736
H -0.81 -3.44 4.30  0.493

M: 295.4 g mol⁻¹
LUMO energy: -4.8155 eV
2S+1: 1
total charge: +1
energy relative to the best compared isomer or geometry (same formula, charge and spin): 48.24 kcal/mol



Which of these has the highest total charge?
C19H23IrN7O2S2